Below is a structure of composition C46H45AsN11O2RhS at a distorted geometry, with properties calculated with ωB97M-V/def2-TZVPD.

Last column: Mulliken charge in e.
Geometry (Å):
Rh (-0.97, -1.05, -0.12)  1.52
C (-0.39, 1.05, 5.08)  -1.32
N (-0.92, 0.34, 3.92)  0.93
C (-0.29, -0.01, 2.80)  -0.78
N (-1.18, -0.53, 1.97)  0.81
C (-2.36, -0.47, 2.65)  -1.01
N (-2.23, 0.05, 3.83)  -1.00
C (-0.44, 2.55, 4.87)  0.76
C (-1.15, 3.37, 5.74)  -0.78
C (-1.17, 4.75, 5.54)  -0.91
C (-0.49, 5.31, 4.47)  -0.60
C (0.21, 4.49, 3.60)  0.36
C (0.23, 3.11, 3.80)  0.45
C (0.93, 5.04, 2.46)  -0.12
N (1.06, 6.28, 2.11)  -0.47
N (1.80, 6.29, 0.96)  -0.42
C (2.08, 5.06, 0.68)  -0.09
O (1.55, 4.21, 1.59)  -0.12
C (2.81, 4.55, -0.46)  0.32
C (3.26, 5.42, -1.45)  -0.72
C (3.93, 4.91, -2.55)  -0.90
C (4.15, 3.54, -2.67)  -0.90
C (3.70, 2.67, -1.68)  0.53
C (3.98, 1.19, -1.84)  -1.39
N (3.05, 0.36, -1.08)  1.37
C (1.72, 0.33, -1.17)  -1.39
N (1.24, -0.47, -0.25)  1.17
C (2.35, -0.93, 0.41)  -1.23
N (3.46, -0.43, -0.07)  -1.00
C (3.04, 3.18, -0.58)  0.50
H (0.64, 0.72, 5.24)  0.30
H (-0.99, 0.76, 5.93)  0.41
H (0.76, 0.10, 2.61)  0.66
H (-3.30, -0.84, 2.27)  0.50
H (-1.69, 2.94, 6.57)  0.40
H (-1.71, 5.38, 6.22)  0.44
H (-0.48, 6.38, 4.31)  0.61
H (0.79, 2.49, 3.11)  0.50
H (3.09, 6.48, -1.34)  0.59
H (4.29, 5.58, -3.32)  0.44
H (4.67, 3.16, -3.54)  0.47
H (4.97, 0.94, -1.47)  0.39
H (3.93, 0.92, -2.89)  0.48
H (1.14, 0.91, -1.88)  0.44
H (2.32, -1.62, 1.24)  0.52
H (2.68, 2.52, 0.21)  0.75
N (-0.91, 8.86, 0.52)  -0.50
C (-0.96, 7.72, 0.38)  -0.05
C (-1.03, 6.30, 0.20)  0.10
C (-0.39, 5.71, -0.89)  -0.68
C (-0.45, 4.34, -1.06)  -0.18
C (-1.15, 3.54, -0.15)  1.47
C (-1.78, 4.14, 0.94)  -0.23
C (-1.73, 5.51, 1.11)  -0.74
C (-1.20, 2.12, -0.31)  -0.10
C (-1.24, 0.92, -0.45)  -1.25
H (0.15, 6.33, -1.59)  0.47
H (0.05, 3.87, -1.90)  0.48
H (-2.32, 3.53, 1.65)  0.51
H (-2.21, 5.98, 1.96)  0.50
C (-0.34, -1.24, -4.24)  -1.70
C (0.12, -1.90, -2.98)  0.32
O (-0.69, -1.99, -2.04)  -0.28
C (1.48, -2.43, -2.91)  1.06
C (1.86, -3.19, -1.80)  -0.17
C (3.15, -3.68, -1.69)  -0.49
C (4.08, -3.40, -2.69)  -0.67
C (3.71, -2.66, -3.80)  -0.87
C (2.42, -2.19, -3.92)  -0.49
H (-1.35, -0.86, -4.11)  0.28
H (-0.33, -1.94, -5.07)  0.40
H (0.31, -0.41, -4.51)  0.44
H (1.14, -3.40, -1.02)  0.17
H (3.43, -4.27, -0.83)  0.52
H (5.10, -3.76, -2.59)  0.47
H (4.43, -2.46, -4.59)  0.47
H (2.14, -1.63, -4.80)  0.47
C (-4.74, -0.34, -0.07)  -1.24
As (-3.43, -1.65, -0.67)  0.68
C (-4.32, -3.32, -0.20)  -1.30
C (-3.75, -1.59, -2.58)  -1.25
H (-5.68, -0.52, -0.59)  0.47
H (-4.38, 0.66, -0.30)  0.32
H (-4.91, -0.42, 1.00)  0.47
H (-5.38, -3.22, -0.44)  0.52
H (-4.20, -3.53, 0.86)  0.34
H (-3.89, -4.12, -0.80)  0.39
H (-4.81, -1.77, -2.77)  0.54
H (-3.16, -2.35, -3.09)  0.33
H (-3.48, -0.61, -2.96)  0.34
C (-3.06, -7.86, 0.32)  -1.46
C (-1.83, -7.05, 0.17)  0.82
C (-0.64, -7.53, -0.31)  -0.93
C (0.48, -6.67, -0.33)  0.94
N (0.38, -5.40, 0.06)  -0.33
C (-0.77, -4.93, 0.50)  0.14
S (-0.94, -3.35, 1.16)  -0.50
N (-1.87, -5.75, 0.54)  0.03
C (1.81, -7.16, -0.78)  -1.32
H (-2.84, -8.92, 0.20)  0.40
H (-3.81, -7.59, -0.43)  0.33
H (-3.50, -7.71, 1.31)  0.39
H (-0.55, -8.55, -0.64)  0.43
H (-2.72, -5.36, 0.93)  0.26
H (1.84, -8.25, -0.80)  0.43
H (2.59, -6.79, -0.12)  0.34
H (2.02, -6.79, -1.78)  0.26

## Properties
total charge: +2
LUMO energy: -6.3 eV
Kohn-Sham gap: 6.09 eV
HOMO energy: -12.38 eV



Below is a structure of composition C30H21Cl3HgN3O3SSe, with properties calculated with ωB97M-V/def2-TZVPD.

Last column: Löwdin spin population.
Geometry (Å):
Hg (0.38, 0.00, -0.22)  0.00
N (2.33, 0.59, 3.71)  0.06
C (1.03, 0.41, 4.14)  0.00
C (0.47, 0.29, 5.39)  0.02
C (-0.92, 0.13, 5.46)  0.04
C (-1.69, 0.10, 4.31)  0.01
C (-1.12, 0.22, 3.04)  0.04
C (0.26, 0.37, 2.96)  0.00
N (1.07, 0.51, 1.87)  0.11
C (2.34, 0.63, 2.32)  0.16
C (3.52, 0.79, 1.58)  0.11
C (4.84, 0.86, 2.08)  0.30
S (5.95, 0.99, 0.76)  0.14
C (4.60, 0.97, -0.34)  -0.01
N (3.44, 0.88, 0.20)  0.00
H (3.16, 0.58, 4.28)  0.01
H (1.08, 0.32, 6.29)  0.00
H (-1.40, 0.04, 6.43)  0.00
H (-2.77, -0.02, 4.39)  0.00
H (-1.72, 0.19, 2.14)  0.00
H (5.19, 0.80, 3.10)  0.03
H (4.75, 1.04, -1.41)  0.00
Cl (-1.75, 7.61, -0.69)  0.00
C (-1.59, 5.86, -0.58)  0.00
C (-0.33, 5.28, -0.58)  0.00
C (-0.22, 3.91, -0.49)  0.00
Cl (1.37, 3.20, -0.49)  0.00
C (-1.33, 3.02, -0.41)  0.00
O (-1.25, 1.76, -0.33)  0.00
C (-2.59, 3.71, -0.42)  0.00
Cl (-4.03, 2.73, -0.32)  0.00
C (-2.72, 5.08, -0.51)  0.00
H (0.56, 5.89, -0.63)  0.00
H (-3.71, 5.52, -0.51)  0.00
C (1.07, -0.18, -4.76)  0.00
C (1.36, -0.57, -3.31)  0.00
O (1.04, 0.27, -2.47)  0.00
C (1.98, -1.86, -3.04)  0.00
C (2.32, -2.68, -4.15)  0.00
C (2.88, -3.92, -4.02)  0.00
C (3.15, -4.40, -2.72)  0.00
C (2.85, -3.65, -1.62)  0.00
C (2.25, -2.34, -1.71)  0.00
O (2.02, -1.72, -0.63)  0.00
H (0.61, 0.80, -4.74)  0.00
H (0.39, -0.89, -5.23)  0.00
H (1.99, -0.14, -5.35)  0.00
H (2.12, -2.32, -5.15)  0.00
H (3.12, -4.52, -4.89)  0.00
H (3.58, -5.39, -2.59)  0.00
H (3.04, -4.02, -0.62)  0.00
Se (-1.21, -2.17, -0.45)  0.00
C (-3.09, -2.11, -0.17)  0.00
C (-3.97, -2.33, -1.23)  0.00
C (-5.34, -2.46, -1.01)  0.00
C (-5.86, -2.35, 0.27)  0.00
C (-5.00, -2.09, 1.33)  0.00
C (-3.64, -1.97, 1.11)  0.00
H (-3.57, -2.42, -2.23)  0.00
H (-6.00, -2.65, -1.85)  0.00
H (-6.93, -2.46, 0.44)  0.00
H (-5.39, -1.99, 2.33)  0.00
H (-2.97, -1.77, 1.94)  0.00

## Properties
total charge: -2
LUMO energy (alpha / beta): 4.2 / 4.2 eV
Kohn-Sham gap (alpha / beta): 3.91 / 6.35 eV
HOMO energy (alpha / beta): 0.28 / -2.17 eV
relative energy (zero: lowest compared OMol25 entry of this formula, charge and spin): 10.0 kcal per mole
multiplicity: 2



Below is the ion C2H5N6 with charge +1 at a distorted geometry, with properties calculated with ωB97M-V/def2-TZVPD.

Last column: Löwdin spin population.
Geometry (Å):
C (0.84, 0.73, 1.06)  0.12
C (0.21, -0.75, -0.78)  0.40
N (2.21, -1.00, 0.30)  0.57
N (1.37, -1.41, -0.35)  0.35
N (1.03, 1.30, 2.07)  0.21
N (-0.64, -1.33, -1.60)  0.22
N (-0.15, 0.14, 0.29)  0.08
N (-1.35, 0.80, 0.16)  0.01
H (1.62, 1.91, 2.59)  0.01
H (-0.31, -1.89, -2.41)  0.01
H (-1.58, 1.24, -0.72)  0.00
H (-1.63, 1.55, 0.90)  0.00
H (-1.61, -1.29, -1.51)  0.01

## Properties
total charge: +1
LUMO energy (alpha / beta): -4.8 / -5.8 eV
Kohn-Sham gap (alpha / beta): 6.99 / 8.60 eV
HOMO energy (alpha / beta): -11.76 / -14.38 eV
relative energy (zero: lowest compared OMol25 entry of this formula, charge and spin): 0.0 kcal per mole
multiplicity: 3



Below is a structure of composition C46H47GaGeN5PSi at a distorted geometry, with properties calculated with ωB97M-V/def2-TZVPD.

Last column: Löwdin spin population.
Geometry (Å):
Ga (-1.75, -0.70, 0.19)  0.03
C (-1.22, -4.17, 2.72)  0.00
C (-2.27, -4.00, 3.72)  0.00
C (-2.89, -2.83, 3.82)  0.00
C (-2.68, -1.85, 2.84)  0.00
N (-1.79, -2.03, 1.81)  0.01
C (-1.12, -3.17, 1.73)  0.01
N (-3.49, -0.76, 2.93)  0.00
C (-3.36, 0.42, 2.30)  0.00
N (-2.40, 0.67, 1.33)  0.00
C (-2.25, 2.05, 1.18)  0.00
N (-1.31, 2.59, 0.46)  0.00
C (-0.56, 1.98, -0.52)  0.00
C (-0.04, 2.95, -1.45)  0.00
C (0.49, 2.42, -2.63)  0.00
C (0.76, 1.01, -2.79)  0.00
C (0.30, 0.16, -1.82)  0.02
N (-0.38, 0.61, -0.69)  0.04
C (-3.23, 2.70, 1.99)  0.00
C (-3.59, 4.03, 2.08)  0.00
C (-4.58, 4.38, 3.00)  0.00
C (-5.25, 3.40, 3.72)  0.00
C (-5.01, 2.03, 3.54)  0.00
C (-3.92, 1.66, 2.74)  0.00
H (-0.73, -5.11, 2.59)  0.00
H (-2.59, -4.71, 4.48)  0.00
H (-3.61, -2.50, 4.58)  0.00
H (-0.37, -3.29, 0.96)  0.00
H (-0.22, 4.03, -1.29)  0.00
H (0.73, 3.08, -3.42)  0.00
H (1.28, 0.66, -3.69)  0.00
H (0.42, -0.88, -1.88)  0.00
H (-3.17, 4.77, 1.41)  0.00
H (-4.79, 5.43, 3.18)  0.00
H (-5.94, 3.69, 4.53)  0.00
H (-5.69, 1.28, 3.99)  0.00
C (4.04, -2.69, -6.50)  0.00
P (3.71, -0.87, -6.04)  0.00
C (4.03, -1.05, -4.23)  0.00
C (5.28, 0.13, -6.22)  0.00
H (5.11, -2.99, -6.38)  0.00
H (3.79, -2.80, -7.57)  0.00
H (3.43, -3.34, -5.82)  0.00
H (5.01, -1.43, -3.91)  0.00
H (3.26, -1.75, -3.90)  0.00
H (3.85, -0.14, -3.68)  0.00
H (6.24, -0.49, -6.17)  0.00
H (5.20, 0.85, -5.37)  0.00
H (5.24, 0.76, -7.10)  0.00
C (-3.47, -0.49, -2.85)  0.00
Si (-3.59, -1.38, -1.15)  0.00
C (-3.24, -3.26, -1.41)  0.00
C (-5.29, -1.15, -0.47)  0.00
C (-5.60, -1.78, 0.75)  0.00
C (-6.81, -1.49, 1.37)  0.00
C (-7.78, -0.69, 0.76)  0.00
C (-7.54, -0.17, -0.50)  0.00
C (-6.24, -0.24, -1.06)  0.00
H (-3.92, -1.07, -3.66)  0.00
H (-2.43, -0.27, -3.02)  0.00
H (-4.00, 0.43, -2.81)  0.00
H (-4.16, -3.56, -1.99)  0.00
H (-3.18, -3.91, -0.55)  0.00
H (-2.38, -3.43, -2.04)  0.00
H (-5.02, -2.57, 1.29)  0.00
H (-7.01, -1.90, 2.39)  0.00
H (-8.78, -0.64, 1.16)  0.00
H (-8.32, 0.32, -1.05)  0.00
H (-5.99, 0.22, -1.98)  0.00
C (1.79, -0.83, 3.48)  0.10
Ge (2.05, -0.38, 1.54)  0.46
C (3.77, -1.33, 1.16)  0.07
C (4.97, -0.90, 0.50)  0.01
C (5.70, -1.86, -0.20)  0.00
C (5.30, -3.21, -0.25)  0.02
C (4.29, -3.69, 0.53)  0.00
C (3.48, -2.69, 1.19)  0.05
C (2.63, 1.46, 2.00)  0.07
C (2.23, 2.05, 3.20)  0.03
C (2.77, 3.25, 3.69)  0.00
C (3.58, 3.97, 2.85)  0.03
C (3.82, 3.55, 1.51)  0.00
C (4.68, 4.35, 0.69)  0.00
C (4.81, 4.05, -0.65)  0.00
C (4.16, 2.85, -1.15)  0.01
C (3.57, 1.96, -0.30)  0.00
C (3.42, 2.25, 1.09)  0.01
H (2.61, -0.33, 4.12)  0.01
H (1.89, -1.89, 3.77)  0.00
H (0.81, -0.44, 3.72)  0.00
H (5.34, 0.13, 0.64)  0.00
H (6.61, -1.48, -0.67)  0.00
H (5.88, -3.94, -0.87)  0.00
H (3.90, -4.68, 0.38)  0.00
H (2.50, -2.99, 1.56)  0.00
H (1.53, 1.59, 3.84)  0.00
H (2.53, 3.58, 4.73)  0.00
H (4.07, 4.88, 3.19)  0.00
H (5.24, 5.18, 1.11)  0.00
H (5.38, 4.68, -1.32)  0.00
H (4.26, 2.63, -2.19)  0.00
H (3.24, 1.03, -0.79)  0.00

## Properties
total charge: +1
LUMO energy (alpha / beta): -4.1 / -4.2 eV
Kohn-Sham gap (alpha / beta): 5.76 / 5.89 eV
HOMO energy (alpha / beta): -9.84 / -10.09 eV
relative energy (zero: lowest compared OMol25 entry of this formula, charge and spin): 21.8 kcal per mole
multiplicity: 2



Below is the molecule C4H10N2O2, with properties calculated with ωB97M-V/def2-TZVPD.

Last column: natural (NBO) charge in e.
Geometry (Å):
C (0.04, -1.57, -1.13)  -0.62
C (0.58, -0.48, -0.21)  0.11
N (0.05, 1.45, -1.49)  -0.71
C (0.95, 0.76, -0.80)  0.18
O (1.53, -0.97, 0.69)  -0.73
H (1.32, -0.50, 1.53)  0.50
H (0.27, 2.41, -1.70)  0.39
H (-0.94, 1.23, -1.10)  0.45
H (1.90, 1.21, -0.54)  0.20
H (-0.36, -2.38, -0.52)  0.22
H (-0.74, -1.18, -1.77)  0.23
H (0.85, -1.97, -1.74)  0.22
N (-0.33, 0.53, 2.03)  -0.91
C (-0.92, 0.02, 0.79)  0.36
O (-1.71, 0.78, 0.12)  -0.77
H (-0.43, 1.54, 2.05)  0.37
H (-0.80, 0.15, 2.84)  0.38
H (-1.24, -1.02, 0.96)  0.14

## Properties
total charge: 0
LUMO energy: 0.4 eV
Kohn-Sham gap: 8.72 eV
HOMO energy: -8.31 eV
relative energy (zero: lowest compared OMol25 entry of this formula, charge and spin): 68.9 kcal per mole



Below is a cluster of 3 separate species, C4H8O2 in total, with properties calculated with ωB97M-V/def2-TZVPD.

Last column: natural (NBO) charge in e.
Geometry (Å):
O (-1.01, -1.10, 1.69)  -0.54
C (-1.53, -0.73, 0.66)  0.28
C (-0.57, 1.95, -0.42)  -0.40
C (0.65, 1.53, -0.11)  -0.38
C (1.47, -1.78, -0.32)  0.27
O (0.97, -1.54, -1.39)  -0.52
H (0.90, -1.68, 0.62)  0.14
H (-2.43, -0.09, 0.67)  0.11
H (-1.13, -1.01, -0.33)  0.14
H (-1.21, 2.43, 0.31)  0.20
H (-0.98, 1.81, -1.42)  0.20
H (1.28, 1.04, -0.84)  0.20
H (1.06, 1.64, 0.90)  0.20
H (2.52, -2.11, -0.24)  0.11

## Properties
total charge: 0
LUMO energy: 0.7 eV
Kohn-Sham gap: 10.49 eV
HOMO energy: -9.74 eV
relative energy (zero: lowest compared OMol25 entry of this formula, charge and spin): 76.4 kcal per mole
SMILES: C=C.C=O.C=O